(1)
Formula: C35H23Cl2N7O2S3W
Source: the OMol25 dataset
Level of theory: ωB97M-V/def2-TZVPD

Properties
Relative energy (zero: lowest compared OMol25 entry of this formula, charge and spin)   17.4 kcal per mole
Orbital gap (alpha / beta)   7.01 / 5.14 eV
Total energy   -110569.9676 eV
LUMO (alpha / beta)   -1.15 / -3.00 eV
2S+1   3

Atoms and positions in Å:
1 W 0.5662 -0.8556 2.0289
2 S -0.7035 -2.8923 2.5025
3 C -1.9448 -1.7171 2.2152
4 N -3.1784 -2.0782 1.8952
5 N -4.0716 -1.1745 1.5596
6 C -4.0507 -0.2666 0.5001
7 C -3.1551 -0.4016 -0.5610
8 C -3.2151 0.5126 -1.5964
9 C -4.1449 1.5472 -1.5774
10 C -5.0481 1.6620 -0.5208
11 C -5.0152 0.7513 0.5123
12 N -1.4089 -0.4955 2.5467
13 N -1.0277 0.4352 1.5830
14 C -1.1430 1.8074 1.9620
15 C -2.2744 2.2303 2.6475
16 C -2.4464 3.5748 2.9576
17 C -1.4982 4.5093 2.5777
18 C -0.3675 4.0839 1.8862
19 C -0.1857 2.7433 1.5798
20 H -4.9757 -1.3625 1.9760
21 H -2.4486 -1.2177 -0.5958
22 H -2.5402 0.4054 -2.4369
23 H -4.1775 2.2583 -2.3944
24 H -5.7777 2.4615 -0.5061
25 H -5.7112 0.8303 1.3427
26 H -3.0137 1.4947 2.9443
27 H -3.3315 3.8918 3.5013
28 H -1.6342 5.5574 2.8188
29 H 0.3870 4.8032 1.5907
30 H 0.6939 2.4171 1.0467
31 S 1.2021 0.1220 4.0426
32 C 2.8021 -0.4810 4.4260
33 C 3.4136 -0.0466 5.6009
34 C 4.6748 -0.4972 5.9451
35 C 5.2867 -0.0371 7.1700
36 N 5.7532 0.3402 8.1520
37 C 5.3389 -1.3971 5.0956
38 C 4.7300 -1.8271 3.9320
39 C 3.4526 -1.3802 3.5826
40 S 2.7068 -1.9538 2.1188
41 C 6.6588 -1.8837 5.4265
42 N 7.7080 -2.2848 5.6747
43 H 2.8975 0.6501 6.2509
44 H 5.2474 -2.5207 3.2808
45 Cl -0.1311 -3.0315 -3.9417
46 C -1.1411 -1.6661 -4.2888
47 C -2.5052 -1.8433 -4.1032
48 C -3.4041 -0.8413 -4.4192
49 C -2.9268 0.3537 -4.9299
50 C -1.5666 0.5360 -5.0791
51 Cl -1.0115 2.0690 -5.6935
52 C -0.6107 -0.4518 -4.7553
53 N 0.7363 -0.1520 -4.9091
54 C 1.8730 -0.7056 -4.2449
55 C 2.9346 -1.1837 -5.0006
56 C 4.0673 -1.6884 -4.3804
57 C 4.1323 -1.7241 -2.9952
58 C 3.0796 -1.2255 -2.2389
59 C 1.9462 -0.6998 -2.8504
60 C 0.7906 -0.1009 -2.0698
61 C 0.7156 -0.5225 -0.6350
62 O 1.4174 0.0827 0.2406
63 O -0.0389 -1.4444 -0.2613
64 H -2.8520 -2.7972 -3.7260
65 H -4.4671 -0.9928 -4.2781
66 H -3.6028 1.1550 -5.2037
67 H 0.9286 0.5650 -5.5836
68 H 2.8561 -1.1659 -6.0821
69 H 4.8869 -2.0675 -4.9791
70 H 5.0027 -2.1362 -2.4978
71 H 3.1554 -1.2317 -1.1572
72 H -0.1508 -0.3973 -2.5194
73 H 0.8558 0.9895 -2.1021

Atom charges from the Mulliken analysis, given in e for atoms 1 to 8: 0.828, -0.315, 0.725, -1.134, 0.450, 0.219, 0.257, -0.447

---

(2)
Formula: C3H4Br2O
Source: the OMol25 dataset
Level of theory: ωB97M-V/def2-TZVPD

Properties
Relative energy (zero: lowest compared OMol25 entry of this formula, charge and spin)   8.0 kcal per mole
Orbital gap   9.41 eV
Total energy   -145306.9360 eV
LUMO   0.73 eV

Atoms and positions in Å:
1 C 0.0826 -0.2792 -0.5673
2 C -0.4671 -1.2515 -1.2932
3 C 0.2782 1.0890 1.3209
4 O -0.3718 0.0235 0.6623
5 Br 0.1840 -1.6777 -3.0115
6 Br -1.9257 -2.2753 -0.6678
7 H 0.9186 0.2883 -0.9616
8 H -0.1985 1.1731 2.2952
9 H 0.1548 2.0272 0.7711
10 H 1.3449 0.8826 1.4519

Atom charges from the natural (NBO) analysis, given in e for atoms 1 to 8: 0.086, -0.302, -0.249, -0.489, 0.098, 0.100, 0.197, 0.206

---

(3)
Formula: C3H8GaO3
Source: the OMol25 dataset
Level of theory: ωB97M-V/def2-TZVPD

Properties
Relative energy (zero: lowest compared OMol25 entry of this formula, charge and spin)   109.7 kcal per mole
Orbital gap (alpha / beta)   7.05 / 7.06 eV
Total energy   -61747.4324 eV
LUMO (alpha / beta)   -7.42 / -7.42 eV
Charge   +1

Atoms and positions in Å:
1 O -0.2319 2.4844 -0.5804
2 C -1.3516 1.6324 -0.4459
3 C -0.9454 0.3216 0.2198
4 O -0.0306 -0.3381 -0.7617
5 C 0.1525 -1.7075 -0.5014
6 Ga 0.8638 1.1476 0.1616
7 H -1.8012 1.4472 -1.4466
8 H -2.1420 2.0824 0.1896
9 H -1.8096 -0.3372 0.3938
10 H -0.7658 -2.2565 -0.7655
11 H 1.0139 -2.0679 -1.0764
12 H 0.3183 -1.8859 0.5759
13 O 2.3973 -0.4984 1.1615
14 H 2.9275 0.1850 1.5807
15 H 1.4048 -0.2090 1.2950

Atom charges from the natural (NBO) analysis, given in e for atoms 1 to 8: -0.758, -0.183, -0.215, -0.634, -0.270, 1.622, 0.250, 0.220

---

(4)
Formula: C19H46B2O16S5
Source: the OMol25 dataset
Level of theory: ωB97M-V/def2-TZVPD

Properties
Orbital gap   9.09 eV
Total energy   -108734.8750 eV
LUMO   -0.64 eV

Atoms and positions in Å:
1 C 0.9287 0.4890 -3.1205
2 C 0.8267 -0.3944 -2.3158
3 C 0.8910 -1.5736 -1.4323
4 C 2.2123 -2.3527 -1.6250
5 C 3.3120 -1.9146 -0.6212
6 B 4.2548 -0.7606 -1.1373
7 B 4.7073 0.5481 -0.1485
8 O 3.7181 1.3802 0.3399
9 O 6.0349 0.7262 0.0836
10 C 6.3521 1.4555 1.2802
11 S 4.9353 -0.7151 -2.9102
12 C 4.2985 0.6930 -3.8364
13 O 6.3687 -0.4899 -2.7425
14 O 4.7334 -1.9539 -3.6404
15 H 0.9807 1.2362 -3.8722
16 H 0.0380 -2.2121 -1.6820
17 H 0.7356 -1.2801 -0.3893
18 H 2.5144 -2.3073 -2.6723
19 H 1.9674 -3.4026 -1.4250
20 H 2.8238 -1.5401 0.2869
21 H 3.9524 -2.7835 -0.4113
22 H 2.8656 1.0201 0.0774
23 H 5.5285 1.5269 1.9922
24 H 7.1548 0.9011 1.7818
25 H 6.7825 2.4268 1.0240
26 H 3.9036 0.3188 -4.7846
27 H 5.1121 1.3767 -4.0913
28 H 3.5374 1.2581 -3.2930
29 C -4.9917 1.5982 1.4496
30 C -4.4578 0.1831 1.3501
31 O -4.4138 -0.2733 -0.0168
32 S -3.2318 0.2356 -0.9521
33 C -3.4791 -0.9180 -2.2616
34 O -1.9804 -0.0491 -0.3151
35 O -3.5453 1.5435 -1.4327
36 H -4.2969 2.3132 1.0083
37 H -5.1439 1.8737 2.4941
38 H -5.9368 1.6915 0.9138
39 H -3.4752 0.0988 1.8176
40 H -5.1277 -0.4930 1.8792
41 H -3.2864 -1.9209 -1.8885
42 H -2.7770 -0.6688 -3.0550
43 H -4.5005 -0.8251 -2.6226
44 C -10.3350 -3.0881 2.4432
45 C -9.2467 -4.1432 2.4879
46 O -8.5594 -4.2633 1.2296
47 S -7.4677 -3.1611 0.8612
48 C -6.7355 -4.0205 -0.4910
49 O -6.5161 -3.0760 1.9271
50 O -8.1310 -1.9997 0.3588
51 H -9.9112 -2.0895 2.3388
52 H -10.9248 -3.1120 3.3601
53 H -10.9947 -3.2514 1.5908
54 H -8.5345 -3.9447 3.2909
55 H -9.6913 -5.1177 2.6844
56 H -6.2705 -4.9301 -0.1202
57 H -5.9861 -3.3634 -0.9278
58 H -7.5072 -4.2473 -1.2223
59 C -3.9193 5.7925 5.2044
60 C -4.1778 5.6090 6.6874
61 O -5.2517 4.6846 6.9380
62 S -4.9473 3.1250 6.8037
63 C -6.4181 2.5491 7.5840
64 O -3.8212 2.8000 7.6230
65 O -4.9856 2.7617 5.4218
66 H -3.5208 4.8815 4.7584
67 H -3.1977 6.5936 5.0410
68 H -4.8440 6.0335 4.6795
69 H -3.2744 5.2907 7.2109
70 H -4.4866 6.5576 7.1239
71 H -6.4122 2.8659 8.6235
72 H -6.4191 1.4631 7.5200
73 H -7.2776 2.9557 7.0570
74 C 8.6552 0.1514 -4.1514
75 C 9.7384 -0.8915 -3.9904
76 O 10.4996 -1.0890 -5.2039
77 S 11.6100 -0.0156 -5.5812
78 C 12.4094 -0.9659 -6.8324
79 O 12.4996 0.1433 -4.4711
80 O 10.9825 1.1138 -6.1931
81 H 9.0863 1.1451 -4.2930
82 H 8.0193 0.1794 -3.2687
83 H 8.0395 -0.0628 -5.0258
84 H 10.4066 -0.6434 -3.1636
85 H 9.2829 -1.8535 -3.7602
86 H 12.8483 -1.8494 -6.3768
87 H 13.1853 -0.3430 -7.2725
88 H 11.6764 -1.2393 -7.5870

Atom charges from the Mulliken analysis, given in e for atoms 1 to 8: -0.217, -0.325, -0.522, -0.717, -0.470, -0.471, 0.739, -0.624

---

(5)
Formula: C17H24N2O3
Source: the OMol25 dataset
Level of theory: ωB97M-V/def2-TZVPD

Properties
Relative energy (zero: lowest compared OMol25 entry of this formula, charge and spin)   23.3 kcal per mole
Orbital gap   9.58 eV
Total energy   -27142.2755 eV
LUMO   0.84 eV

Atoms and positions in Å:
1 C 3.3575 1.9909 1.8294
2 O 2.9398 1.5164 0.5694
3 C 3.2862 0.2569 0.1835
4 C 4.3343 -0.4416 0.7780
5 C 4.6895 -1.7043 0.3410
6 C 3.9966 -2.3047 -0.6949
7 C 2.9412 -1.6298 -1.2735
8 C 2.5667 -0.3538 -0.8604
9 C 1.3427 0.2008 -1.5103
10 O 0.5759 -0.5295 -2.1210
11 N 1.1499 1.5380 -1.4231
12 C -0.1410 2.1067 -1.7300
13 C -0.9820 2.2908 -0.4523
14 C -0.7815 1.0922 0.4715
15 O -0.0320 1.1862 1.4336
16 N -1.4066 -0.0587 0.1764
17 C -1.0694 -1.2340 0.9652
18 C -2.2226 -2.2353 0.9726
19 C -3.5425 -1.4732 0.9733
20 C -3.7122 -0.7090 -0.3477
21 C -4.5887 0.5238 -0.1410
22 C -2.3276 -0.3146 -0.9016
23 H 3.1379 1.2664 2.6166
24 H 4.4241 2.2390 1.8329
25 H 2.7747 2.8931 2.0067
26 H 4.8892 0.0066 1.5872
27 H 5.5123 -2.2168 0.8175
28 H 4.2699 -3.2901 -1.0393
29 H 2.3614 -2.0806 -2.0653
30 H 1.7212 2.0435 -0.7617
31 H -0.0007 3.0711 -2.2274
32 H -0.6234 1.4144 -2.4237
33 H -0.6141 3.1593 0.0977
34 H -2.0295 2.4567 -0.6998
35 H -0.1588 -1.6912 0.5575
36 H -0.8483 -0.8873 1.9782
37 H -2.1422 -2.8673 1.8576
38 H -2.1747 -2.8825 0.0955
39 H -4.3817 -2.1540 1.1228
40 H -3.5344 -0.7648 1.8047
41 H -4.1934 -1.3609 -1.0837
42 H -4.7802 1.0268 -1.0868
43 H -4.1001 1.2240 0.5340
44 H -5.5448 0.2405 0.2938
45 H -1.9088 -1.1195 -1.5141
46 H -2.4301 0.5596 -1.5387

Atom charges from the natural (NBO) analysis, given in e for atoms 1 to 8: -0.248, -0.530, 0.415, -0.316, -0.173, -0.251, -0.131, -0.237

---

(6)
Formula: C3H10N2O2
Source: the OMol25 dataset
Level of theory: ωB97M-V/def2-TZVPD

Properties
Relative energy (zero: lowest compared OMol25 entry of this formula, charge and spin)   57.4 kcal per mole
Orbital gap (alpha / beta)   10.27 / 4.96 eV
Total energy   -10338.4015 eV
LUMO (alpha / beta)   -4.02 / -9.33 eV
Charge   +1
2S+1   2

Atoms and positions in Å:
1 C -2.3039 0.8085 -0.4259
2 N -0.9604 0.3971 -0.3676
3 C -0.4377 -0.4793 0.5627
4 C 0.8586 -0.0396 1.3271
5 N 1.1193 1.3845 1.0842
6 O -3.0975 0.5028 0.4132
7 H -2.5439 1.4597 -1.2643
8 H -0.3083 1.0629 -0.8001
9 H -1.2089 -0.8120 1.2711
10 H -0.2056 -1.4679 0.0998
11 H 1.6379 -0.6495 0.8744
12 H 0.7155 -0.3467 2.3504
13 H 1.8328 1.6656 1.7471
14 H 0.3546 1.8819 1.5450
15 H 2.8497 -1.5915 -2.1115
16 H 4.0359 -2.1796 -1.4810
17 O 3.5350 -2.2413 -2.3085

Atom charges from the natural (NBO) analysis, given in e for atoms 1 to 8: 0.476, -0.229, -0.315, -0.207, -0.827, -0.350, 0.185, 0.452